No. 1
54
Properties=species:S:1:pos:R:3:forces:R:3 method="wB97M-V/def2-TZVPD" lumo_energy_ev="-2.59 / -7.72" total_charge=+1 s_squared=0.755 orbital_gap_ev="7.9 / 2.8" spin_multiplicity=2 energy_ev=-28247.740
C 10.81528 -5.18184 -1.69050 0.01 0.02 0.64
O 11.29331 -5.35165 -0.38316 -0.15 -1.21 1.07
C 10.59759 -4.71793 0.67728 0.62 2.38 0.95
C 9.10362 -4.39329 0.67037 0.17 -2.39 -1.21
N 8.38497 -5.69998 0.57121 -0.13 1.08 0.33
C 7.03524 -5.68221 0.01180 0.70 -0.89 0.77
C 7.08536 -5.91544 -1.51414 0.64 -0.26 1.13
O 7.83580 -7.17505 -1.66657 -1.26 -0.34 -2.50
C 7.75248 -7.62301 -3.08679 -0.29 0.61 1.07
H 11.63375 -5.43954 -2.36266 0.00 0.27 -0.01
H 10.51479 -4.13756 -1.77574 -0.23 0.00 -0.74
H 10.01415 -5.90282 -1.85326 -0.40 0.29 -0.38
H 11.07146 -3.74180 0.78089 0.09 0.58 -0.15
H 10.84533 -5.10796 1.66450 0.12 -1.15 -0.42
H 8.89938 -3.73200 -0.17170 -0.32 0.18 -0.14
H 8.85178 -3.88577 1.60155 0.06 0.00 -0.03
H 8.92811 -6.38957 0.07164 0.21 0.13 0.10
H 6.48947 -4.86408 0.48180 0.03 0.67 -1.01
H 6.52134 -6.50312 0.51192 -0.19 -0.57 -0.48
H 7.69840 -5.14417 -1.98042 -0.22 0.23 -0.21
H 6.09049 -5.96802 -1.95639 0.01 -0.16 -0.18
H 6.72780 -7.71814 -3.44606 -0.40 0.25 0.47
H 8.14746 -8.62669 -3.24399 0.55 0.13 0.65
H 8.21989 -6.91999 -3.77629 0.43 0.15 0.24
C 9.55165 -12.23715 -9.03995 1.71 -0.38 0.38
O 9.67458 -11.19587 -8.08382 -1.07 0.15 2.80
C 9.49484 -11.67465 -6.71668 -0.02 0.44 -1.31
C 8.04771 -12.07527 -6.43207 -0.17 -1.81 -0.75
N 7.04810 -11.07802 -6.62935 -0.18 -1.50 2.31
C 6.71053 -10.28621 -5.48573 -1.15 1.82 -0.38
C 5.32944 -9.63963 -5.56335 -2.26 -1.33 -0.43
O 4.21704 -10.61243 -5.42795 1.41 0.70 1.10
C 3.05620 -10.08675 -4.78405 -1.01 0.43 0.05
H 8.71894 -12.93204 -8.93130 -0.60 0.57 -0.18
H 10.42135 -12.86499 -8.84618 0.24 -0.33 -0.54
H 9.66651 -11.75392 -10.01021 -0.41 -0.31 0.06
H 9.66965 -10.98841 -5.88806 0.87 0.91 -0.88
H 10.09619 -12.55882 -6.50519 0.11 -0.12 -0.19
H 8.05639 -12.45290 -5.40961 -0.17 0.55 0.40
H 7.82298 -12.98154 -6.99445 -0.35 0.33 -0.52
H 6.25147 -11.36410 -7.18038 -0.16 0.35 -0.87
H 7.29296 -9.36745 -5.55463 0.84 0.20 0.03
H 6.93633 -10.71238 -4.50824 0.06 -0.50 -0.19
H 5.12291 -9.24445 -6.55797 0.63 0.44 -0.18
H 5.28998 -8.81811 -4.84806 -0.18 -0.29 0.21
H 2.54216 -9.36183 -5.41521 0.17 0.17 -0.26
H 3.14868 -9.63076 -3.79834 1.09 0.14 0.00
H 2.29497 -10.83306 -4.55679 0.49 -0.70 -0.59
O 5.30412 -9.56445 -2.14005 -0.11 -0.03 -0.61
H 6.07416 -9.51399 -1.57372 0.20 -0.21 0.37
H 4.79859 -8.77973 -1.92823 -0.18 0.20 0.15
O 7.04432 -11.20504 -0.28024 -0.15 0.19 -0.29
H 7.45420 -12.05027 -0.09634 0.03 -0.26 0.10
H 7.73858 -10.56367 -0.12900 0.27 0.19 0.23


No. 2
53
Properties=species:S:1:pos:R:3:forces:R:3 method="wB97M-V/def2-TZVPD" lumo_energy_ev=0.52 orbital_gap_ev=8.7 spin_multiplicity=1 smiles=CCSC[SiH2]O[SiH2]C[C@H](C)O.CC(C)O.CC(C)O energy_ev=-47778.230
C 0.14029 0.98154 -2.79085 -0.04 0.00 -0.05
C -0.64369 -0.26037 -3.18810 -0.02 0.01 0.06
S 0.39696 -1.61864 -3.78389 -0.01 -0.01 -0.01
C 0.95889 -2.28605 -2.18533 0.13 0.09 0.06
Si -0.08977 -3.77645 -1.83020 0.11 -0.05 -0.05
O 0.35082 -4.41163 -0.36918 -0.30 -0.03 -0.09
Si -0.55415 -4.89419 0.92619 -0.02 -0.03 0.10
C 0.43700 -4.48637 2.44761 0.06 -0.02 0.13
C 0.80966 -3.01023 2.53995 -0.12 0.18 -0.10
C 1.96456 -2.73737 3.48575 0.06 -0.12 0.06
O -0.37503 -2.33002 2.97093 0.11 0.31 -0.01
H -0.55395 1.78789 -2.54921 0.02 -0.03 0.05
H 0.77518 1.30794 -3.61541 0.01 0.00 0.02
H 0.77893 0.79515 -1.92452 -0.01 -0.01 -0.04
H -1.23649 -0.63903 -2.35218 -0.03 0.03 -0.05
H -1.34204 -0.03663 -3.99418 0.04 0.03 -0.01
H 2.02415 -2.51566 -2.23596 -0.04 -0.01 -0.03
H 0.83267 -1.52609 -1.41102 0.04 0.02 -0.05
H -1.51142 -3.36747 -1.79424 -0.02 0.01 0.03
H 0.09623 -4.79302 -2.88606 0.03 0.02 0.00
H -1.85766 -4.19332 0.89768 0.02 0.00 -0.01
H -0.80626 -6.35184 0.83576 0.03 0.00 0.03
H 1.34443 -5.09914 2.42656 -0.02 0.03 0.00
H -0.11541 -4.75612 3.35436 0.05 -0.03 -0.03
H 1.07866 -2.64213 1.53959 0.07 -0.02 0.06
H 2.14414 -1.66347 3.57694 -0.01 -0.02 -0.02
H 2.87952 -3.20242 3.11263 -0.01 0.02 0.00
H 1.75077 -3.14537 4.47608 -0.03 0.04 -0.01
H -0.18519 -1.37881 2.99773 -0.06 -0.34 -0.05
C 1.74922 2.31110 4.74463 -0.03 0.02 -0.05
C 2.56678 1.54046 3.72192 0.00 -0.10 0.07
C 3.91721 2.18417 3.46007 -0.03 0.02 -0.07
O 1.83410 1.36135 2.50863 -0.02 0.01 0.00
H 1.55708 3.32634 4.38522 0.00 0.00 0.02
H 0.79132 1.82149 4.91768 0.00 0.00 0.00
H 2.27920 2.38640 5.69485 0.01 0.00 0.00
H 2.72025 0.52060 4.08288 0.03 0.03 0.04
H 3.78198 3.19676 3.06866 0.02 0.00 0.01
H 4.48133 1.60600 2.72906 0.00 0.00 0.00
H 4.50242 2.25464 4.37765 -0.01 0.00 0.01
H 1.66232 2.23145 2.13045 0.00 -0.03 0.00
C -3.10442 4.54037 -2.67713 -0.02 -0.03 0.01
C -2.97250 3.56286 -3.83266 0.08 0.01 -0.04
C -4.06896 3.74349 -4.86812 -0.02 -0.03 0.02
O -2.93299 2.21593 -3.35920 -0.08 -0.01 0.03
H -4.05922 4.39071 -2.16459 0.00 0.01 0.00
H -2.30059 4.39282 -1.95640 0.00 -0.01 0.00
H -3.07186 5.57186 -3.03031 0.00 0.00 -0.01
H -1.99941 3.69956 -4.31078 -0.01 0.03 0.00
H -5.04885 3.57407 -4.41219 0.00 0.01 -0.01
H -3.94342 3.03551 -5.68645 0.00 -0.01 0.00
H -4.05984 4.75496 -5.27622 0.01 0.00 0.00
H -3.77297 2.02641 -2.92510 0.02 -0.01 -0.02


No. 3
74
Properties=species:S:1:pos:R:3:forces:R:3 method="wB97M-V/def2-TZVPD" lumo_energy_ev=-0.66 orbital_gap_ev=9.6 spin_multiplicity=1 smiles="C[N+](=O)[O-].C[N+](=O)[O-].C[N+](=O)[O-].C[N+](=O)[O-].C[N+](=O)[O-].C[N+](=O)[O-].C[N+](=O)[O-].C[N+](=O)[O-].CCOBOCC" energy_ev=-62439.760
C 7.66585 -0.57208 1.27518 -0.84 1.07 -0.11
C 6.64278 0.72661 1.52723 1.57 -1.03 0.92
O 5.59230 0.60749 0.50456 -2.00 1.08 2.68
B 4.27671 1.06837 0.98864 -0.29 -2.28 0.65
O 3.25948 0.20057 1.67032 1.66 1.85 -2.94
C 1.91588 0.55842 1.11528 -1.23 0.62 1.31
C 0.78555 -0.55859 1.57307 0.11 0.00 -0.66
H 7.60278 -0.78736 0.11965 0.49 0.44 2.34
H 8.73085 -0.24254 1.64346 -2.02 -0.98 -0.85
H 7.26999 -1.52055 1.83960 0.90 1.94 -1.01
H 7.23920 1.75734 1.48565 -1.39 -2.16 -0.33
H 6.24350 0.63730 2.62988 0.44 0.19 -2.15
H 3.91793 2.19601 0.80437 0.22 -0.10 -0.11
H 1.98064 0.72005 -0.04265 -0.37 -0.47 2.32
H 1.62013 1.56984 1.65977 0.48 -1.95 -1.47
H -0.30041 -0.10384 1.37693 2.53 -0.92 0.49
H 0.91025 -0.85575 2.71055 -0.19 0.77 -2.39
H 0.86363 -1.53184 0.90550 -0.06 1.98 1.42
C -4.00429 0.29508 1.68998 -0.20 -0.32 -0.01
N -2.85707 0.94154 0.99742 0.75 0.46 -0.40
O -2.36605 0.34133 0.03429 -0.51 1.01 1.18
O -2.48170 2.03331 1.44034 -0.42 -1.57 -0.82
H -4.22547 -0.65382 1.19674 0.14 0.29 0.04
H -3.71171 0.13053 2.72906 -0.09 0.20 -0.17
H -4.85654 0.97402 1.61986 0.18 -0.05 0.16
C -4.84049 2.35474 -1.95194 0.26 -0.15 -0.26
N -6.01490 1.98106 -1.11840 -0.40 -0.43 0.33
O -6.36593 0.79553 -1.13393 0.31 1.73 0.32
O -6.55139 2.88855 -0.47209 0.47 -1.34 -0.69
H -4.47155 1.46269 -2.46255 -0.19 0.17 0.21
H -5.17375 3.10255 -2.67451 0.05 -0.04 0.24
H -4.07779 2.75991 -1.28386 -0.18 0.06 -0.10
C 3.47462 4.46673 -1.52627 0.20 0.24 -0.15
N 2.04849 4.16238 -1.23098 -1.15 -0.08 0.14
O 1.20385 4.97943 -1.61564 1.06 -1.32 0.65
O 1.81720 3.11182 -0.62117 0.14 1.61 -0.96
H 3.52933 5.41588 -2.06362 -0.15 -0.25 0.15
H 4.00189 4.53276 -0.57233 -0.09 -0.18 -0.18
H 3.86491 3.65275 -2.14054 -0.05 0.07 0.25
C 4.18993 -2.58110 0.81634 -0.29 -0.04 0.21
N 5.23227 -3.42745 1.45735 0.18 -0.25 0.55
O 5.09017 -3.68867 2.65757 0.59 0.10 -1.65
O 6.16388 -3.80558 0.73751 -0.96 0.27 1.11
H 3.43602 -2.32303 1.56310 0.38 -0.05 -0.11
H 4.68168 -1.68240 0.43833 -0.02 -0.23 0.01
H 3.74635 -3.16233 0.00540 0.33 0.24 0.24
C -9.42249 1.55419 -1.76119 -0.16 0.06 0.29
N -9.49094 2.14898 -3.12325 -0.27 0.51 -0.84
O -10.32568 3.04193 -3.30978 1.29 -1.24 -0.01
O -8.70478 1.70250 -3.96686 -1.08 0.76 1.03
H -10.16640 2.03965 -1.12595 0.17 -0.05 -0.28
H -9.63413 0.48719 -1.85650 0.20 0.18 -0.03
H -8.41528 1.72673 -1.37652 -0.37 -0.20 -0.12
C -7.46930 4.97835 2.39222 -0.15 0.19 -0.26
N -7.60059 3.71784 3.17167 -0.20 -0.97 0.50
O -8.53623 2.96497 2.87720 1.41 0.91 0.59
O -6.76068 3.51981 4.05733 -1.25 0.12 -1.25
H -8.27066 5.02075 1.65152 0.19 -0.14 0.23
H -7.54938 5.81026 3.09498 0.15 -0.19 -0.09
H -6.49294 4.96346 1.90364 -0.14 0.03 0.20
C 1.53000 -3.87215 -3.50560 0.06 -0.31 -0.22
N 2.08872 -3.20961 -2.29624 0.24 0.57 0.76
O 3.03853 -3.76649 -1.73347 -1.39 0.75 -0.89
O 1.55787 -2.14919 -1.94589 0.97 -1.60 -0.33
H 2.09037 -4.78988 -3.69630 -0.07 0.27 0.16
H 0.48054 -4.09611 -3.30352 0.17 0.19 -0.05
H 1.63419 -3.17613 -4.34042 -0.13 -0.05 0.22
C 5.80680 -6.92816 0.16775 -0.13 0.10 0.25
N 5.50248 -7.92065 -0.89810 -0.23 -0.72 -0.66
O 4.59206 -8.72763 -0.67698 1.26 0.98 -0.57
O 6.18630 -7.86169 -1.92666 -1.09 -0.24 1.38
H 5.13207 -7.09607 1.00986 0.14 -0.05 -0.28
H 6.84540 -7.07730 0.47013 -0.17 0.15 -0.18
H 5.65511 -5.93314 -0.25551 0.22 -0.21 0.04


No. 4
61
Properties=species:S:1:pos:R:3:forces:R:3 method="wB97M-V/def2-TZVPD" lumo_energy_ev=2.40 total_charge=-1 orbital_gap_ev=9.6 spin_multiplicity=1 energy_ev=-72536.693
Cl -0.05711 -1.43603 0.39977 -0.48 0.70 -2.15
O 0.57317 -0.32994 1.09070 0.31 -0.55 0.52
O 0.46165 -2.71899 0.79685 -0.12 0.16 0.77
O -1.48398 -1.32730 0.56503 0.08 -0.50 0.53
O 0.21945 -1.30123 -1.03577 0.27 0.00 0.27
Cl -0.44841 -6.30484 -1.90740 0.06 -0.07 0.06
C 0.04992 -4.92616 -2.92569 -0.02 0.50 0.16
C -1.00495 -3.83952 -2.91317 0.07 -0.70 -0.34
Cl -2.47695 -4.43060 -3.77103 -0.14 0.11 0.26
H 0.23251 -5.31744 -3.91986 0.10 0.05 -0.06
H 0.94949 -4.49453 -2.48492 0.12 -0.21 -0.09
H -0.70367 -2.97469 -3.49315 0.27 0.13 0.26
H -1.20677 -3.59491 -1.87536 -0.42 0.29 -0.12
C 3.57788 -2.54461 -0.43972 -0.53 -0.13 -0.47
O 2.90446 -2.64437 -1.69800 0.24 -0.09 -0.09
H 4.64503 -2.38933 -0.59942 -0.03 0.10 -0.18
H 3.14852 -1.69429 0.08978 0.23 -0.15 0.44
H 3.45242 -3.48507 0.10337 -0.05 0.21 0.32
H 1.99553 -2.35231 -1.54297 -0.06 0.14 0.02
C -2.28372 -4.64623 2.18988 0.40 1.06 -0.37
O -1.59017 -5.76927 2.72130 -0.79 -0.21 0.10
H -3.22248 -4.38173 2.68860 0.11 -0.33 0.34
H -1.59636 -3.79750 2.24965 -0.30 0.21 -0.15
H -2.54593 -4.76387 1.14042 0.30 -0.49 -0.03
H -1.48254 -5.54775 3.65050 0.31 -0.26 0.04
C 1.63243 -6.52883 1.87311 0.32 -0.83 -1.05
O 0.90390 -7.24180 2.84735 -0.17 0.08 0.43
H 2.64889 -6.38304 2.23312 -0.09 0.25 0.24
H 1.73246 -7.17080 0.98148 0.04 0.21 -0.03
H 1.19817 -5.59181 1.52132 -0.14 0.13 0.46
H -0.03211 -7.20519 2.61799 0.05 0.25 -0.05
C 0.48507 -0.91855 4.83659 -0.10 -0.68 -0.53
O 1.12355 -1.79174 3.91148 -0.03 0.26 0.20
H 0.77833 0.11918 4.67124 0.03 0.08 0.21
H -0.60232 -1.01160 4.73767 -0.02 0.20 0.10
H 0.76536 -1.27359 5.82585 0.07 0.25 0.12
H 0.93254 -1.45786 3.02634 0.08 -0.08 -0.16
C -0.13418 2.27462 -1.09792 -0.83 -0.68 0.29
O 0.02226 3.54032 -1.69127 0.12 0.24 0.29
C 1.12437 4.26038 -1.16736 0.26 -0.15 -0.51
C 0.96890 5.71507 -1.56424 0.16 0.64 -0.13
N 0.62345 6.59234 -0.43244 -0.54 -0.20 -0.35
C -0.69705 6.25028 0.13280 0.64 0.42 -0.31
C -1.85662 6.53726 -0.81028 -0.02 -0.01 0.51
O -1.76799 7.89635 -1.20883 0.11 0.05 -0.41
C -2.59334 8.18127 -2.32182 -0.13 -0.49 0.36
H -0.14519 2.31855 -0.00205 0.29 0.13 -0.03
H 0.57726 1.50753 -1.41564 0.24 0.26 -0.04
H -1.12858 1.91190 -1.36666 0.09 0.01 -0.18
H 2.05771 3.85992 -1.58599 -0.04 -0.08 0.04
H 1.19410 4.14570 -0.07978 -0.09 0.08 0.02
H 0.23915 5.77512 -2.38437 -0.09 -0.22 0.10
H 1.88383 6.11994 -2.00533 0.14 -0.17 0.21
H 0.50654 7.52090 -0.82895 0.20 0.09 0.19
H -0.81695 6.86503 1.02633 -0.07 -0.23 0.15
H -0.65567 5.19025 0.37899 -0.37 0.03 0.26
H -2.79992 6.41748 -0.26026 -0.03 -0.31 -0.18
H -1.81905 5.84667 -1.66000 -0.15 0.16 -0.09
H -2.26809 7.61644 -3.20306 0.08 0.16 -0.06
H -2.56065 9.25121 -2.50155 0.06 0.04 -0.08
H -3.62753 7.87362 -2.11321 0.00 0.16 -0.02